Molecular formula: CH3Br2ClOSi
Method: DFT, ωB97M-V with the def2-TZVPD basis set

Cartesian coordinates (Å):
C1 -0.227 -0.089 0.757
O1 -1.485 0.336 1.100
Si1 -2.994 0.381 0.709
Cl1 -3.972 0.652 2.370
Br1 -3.362 1.286 -1.252
Br2 -1.261 -3.431 -0.781
H1 0.228 -0.517 1.687
H2 0.312 0.760 0.389
H3 -0.033 -1.035 0.019

Output
Net charge: 0
HOMO level (spin up / spin down) (eV): -9.3 / -7.5
E_tot (Eh): -6012.864746
Multiplicity: 1

Atomic partial charges in e from the Löwdin method, atoms 1 to 6:
1. C -0.1696
2. O -0.3731
3. Si -0.2785
4. Cl 0.4544
5. Br 0.4171
6. Br -0.2898